Here is a cluster of 8 separate species, C45H113N7O3S in total from the OMol25 dataset. Energies are from the ωB97M-V functional and the def2-TZVPD basis.

Output
- Gap between HOMO and LUMO: 8.35 eV
- SMILES string: CCOS(C)(=O)=O.CCN(CC)CC.CCN(CC)CC.CCN(CC)CC.CCN(CC)CC.CCN(CC)CC.CCN(CC)CC.CCN(CC)CC
- Energy relative to the best compared isomer or geometry (same formula, charge and spin): 0.000 eV

Each line ends with the Mulliken charge.
Geometry (Å):
H (2.30, 3.47, -6.90)  0.32
H (2.23, 1.17, -7.72)  0.29
H (-4.48, -2.38, -3.87)  0.26
C (-3.20, -0.45, -1.95)  0.72
H (0.46, 2.29, -3.79)  -0.53
C (-0.83, 3.83, -2.95)  -0.66
O (-1.93, -1.46, -3.73)  0.38
H (-1.35, 0.92, 1.60)  0.67
C (0.12, -4.50, 0.14)  -1.16
H (0.81, -0.84, -6.78)  0.43
H (2.91, 3.57, 3.87)  0.14
H (-1.59, -4.12, 1.48)  0.74
H (-0.87, -2.95, 3.11)  0.23
H (-6.20, 1.53, 0.79)  0.44
H (-4.56, 1.17, 0.21)  -0.06
C (-3.82, -3.15, -4.24)  -0.97
H (1.54, 2.44, 6.24)  0.20
H (3.36, 1.24, 8.38)  0.31
C (-2.04, 5.89, -2.54)  -0.65
H (2.27, 1.39, 2.41)  0.46
H (-2.41, -0.86, -1.32)  -0.63
H (2.28, 1.59, 4.90)  -0.69
H (0.63, 0.99, 2.51)  -0.14
H (1.07, 3.11, -2.34)  -0.68
H (-0.77, 4.90, -0.38)  0.10
H (2.97, 0.59, -6.20)  0.32
C (1.09, -2.00, 3.17)  1.20
H (3.94, -0.06, 0.20)  0.23
H (-2.72, -1.79, 1.81)  -1.17
H (-3.21, -0.22, 2.05)  0.24
H (-1.99, 0.39, -0.02)  -0.12
H (-2.07, -4.35, -0.19)  0.41
H (-3.10, 4.39, -1.37)  0.14
N (-0.74, 5.20, -2.44)  0.06
C (-4.11, -1.69, 3.39)  -1.70
H (2.07, -6.29, 4.19)  0.45
H (-0.01, 3.16, 1.33)  0.17
H (-4.32, -3.72, -5.03)  0.56
N (0.94, 1.09, -6.01)  1.08
H (2.49, -4.48, 2.61)  0.25
H (-6.38, -0.74, 1.70)  0.35
H (1.74, 0.22, 7.55)  0.45
C (-1.28, -3.95, 0.44)  -0.45
H (-0.19, -6.33, -4.06)  0.44
C (0.41, -5.72, -3.38)  -1.40
C (-5.48, -3.16, -0.65)  -1.34
H (0.73, -4.89, -4.00)  0.18
C (0.56, 3.26, -3.29)  0.49
H (3.54, 4.10, 6.27)  0.37
C (1.90, -5.27, 4.55)  -1.55
H (-3.44, -3.85, -3.50)  0.14
C (2.37, 1.31, -0.38)  0.47
H (1.20, -1.80, -0.22)  -0.18
H (3.86, 2.76, -6.63)  0.45
H (4.48, 1.37, -0.63)  0.52
H (-3.28, -1.68, 4.10)  0.46
H (-6.23, -2.43, -0.94)  0.37
S (-2.37, -2.36, -5.01)  1.07
H (-2.85, 5.88, -0.48)  0.25
H (1.74, 3.65, 1.41)  0.32
C (-4.90, -2.85, 0.72)  -0.32
H (0.83, -4.37, 2.96)  0.02
H (0.16, -5.53, 0.48)  0.43
O (-2.81, -1.50, -6.08)  -0.63
H (1.31, -6.25, -3.07)  0.37
H (0.74, 3.28, 2.85)  0.53
H (1.10, 3.94, -3.93)  0.47
H (-0.17, 2.04, -0.43)  -0.39
C (3.87, 3.26, 4.26)  -1.16
C (0.17, 6.78, -0.72)  -1.73
N (3.63, 2.00, 6.43)  0.18
N (0.42, -4.45, -1.28)  0.29
C (3.77, 1.01, 0.12)  -1.65
C (-0.37, -2.11, 3.59)  -1.50
H (-4.53, -2.69, 3.38)  0.32
H (1.07, -3.34, -2.84)  0.22
H (-5.88, -4.17, -0.75)  0.47
H (0.97, -0.13, 6.02)  0.36
H (-4.72, -3.10, -1.44)  0.10
H (5.87, 2.94, 7.94)  0.35
H (1.18, -2.22, 2.09)  -0.58
H (5.25, 2.16, 9.39)  0.44
H (2.69, -0.45, 6.28)  0.44
H (0.83, 4.77, -1.16)  0.24
H (-1.33, -2.86, 0.33)  -0.09
H (-4.00, -1.19, -1.91)  -0.24
H (-1.81, 6.94, -2.39)  0.41
H (1.50, -0.35, -3.81)  -0.17
C (-3.64, -1.22, 2.00)  0.76
H (-2.45, 5.76, -3.54)  0.44
C (1.62, -2.24, -1.13)  -0.96
C (-0.10, 5.34, -1.14)  0.27
H (1.01, -5.25, 5.19)  0.29
C (-5.30, 0.95, 0.99)  -0.86
H (2.54, -1.11, -5.01)  0.49
H (4.02, -3.18, 4.31)  0.58
C (-3.06, 5.47, -1.48)  -0.89
C (2.29, 1.67, 5.99)  0.82
H (0.75, 6.69, 0.20)  0.47
C (-1.45, 1.80, -6.29)  -1.04
H (3.54, -1.06, 2.20)  -0.12
C (1.50, -0.97, -4.71)  -0.21
N (1.98, -2.88, 3.93)  0.41
C (1.80, -4.24, 3.44)  0.14
H (0.04, 0.40, -1.01)  -0.22
H (-0.37, -0.47, -5.51)  -0.20
C (4.07, 3.25, 5.79)  -0.48
C (5.29, 2.09, 8.30)  -1.36
H (-0.95, -0.63, 0.88)  -0.29
C (-0.06, 1.62, -6.94)  -0.90
H (-0.71, 7.34, -0.40)  0.37
H (-1.99, 0.55, -3.37)  -0.46
H (-4.89, 1.23, 1.96)  0.25
H (2.55, -2.74, -0.87)  0.36
N (-4.54, -1.45, 0.89)  1.39
C (2.81, 2.68, -6.36)  -1.24
O (-1.38, -3.38, -5.23)  -0.64
H (4.16, 2.27, 3.92)  0.24
C (2.24, 1.28, -6.63)  -0.46
C (3.91, -2.02, 2.56)  -0.92
H (4.61, 3.98, 3.91)  0.47
H (-6.25, -0.66, -0.02)  0.39
C (0.67, -0.34, -5.81)  -0.62
H (1.92, -1.37, -1.73)  0.07
H (-1.43, 3.19, -2.28)  -0.24
H (-1.35, 3.91, -3.91)  0.86
H (1.14, -1.95, -4.39)  -0.24
H (0.83, -4.00, 0.80)  -0.10
H (5.13, 3.38, 5.97)  0.40
H (-2.12, 2.47, -6.82)  0.53
H (0.81, 7.29, -1.44)  0.33
C (0.05, 1.02, -0.10)  0.43
H (4.99, -1.91, 2.67)  0.60
H (2.20, 0.89, -1.37)  -0.07
C (-1.14, 0.42, 0.66)  -0.28
H (3.30, 2.99, 8.23)  0.36
C (0.96, 3.00, 1.81)  -1.95
H (-1.32, 2.20, -5.28)  -0.02
H (3.72, -2.76, 1.78)  0.20
H (-1.22, -4.69, -2.50)  -0.31
N (1.34, 0.84, 0.55)  1.59
H (4.10, 1.55, 1.01)  0.17
H (-0.45, -2.31, 4.66)  0.48
H (-0.83, -1.18, 3.23)  0.35
H (2.24, 2.40, -0.47)  -0.09
H (5.82, 1.19, 8.01)  0.30
H (-0.35, -2.64, -1.93)  -0.08
C (-0.38, -5.30, -2.13)  0.06
H (-0.74, -6.19, -1.62)  0.54
C (1.34, 1.51, 1.85)  -0.31
H (-1.97, 0.84, -6.26)  0.17
H (0.17, 2.63, -7.28)  0.44
C (3.82, 2.08, 7.87)  -0.41
C (3.35, -2.40, 3.95)  -0.22
C (-2.68, -0.30, -3.38)  -0.67
H (-0.10, 0.96, -7.82)  0.39
H (-4.08, 5.82, -1.65)  0.40
H (3.39, -1.47, 4.52)  -0.29
H (-3.54, 0.51, -1.55)  0.33
H (-4.87, -1.03, 3.83)  0.32
H (-3.97, -3.42, 0.80)  0.06
C (1.88, 0.27, 6.46)  -1.60
H (-3.47, -0.08, -4.09)  0.77
C (0.64, -3.13, -1.86)  0.47
H (2.69, -5.07, 5.28)  0.31
H (2.77, 3.01, -5.32)  0.12
H (1.42, -0.97, 3.30)  -0.30
C (-5.65, -0.52, 0.89)  -0.72
H (-5.62, -3.14, 1.50)  0.33

Here is a cluster of 10 separate species, C45H115N5O15 in total from the OMol25 dataset. Energies are from the ωB97M-V functional and the def2-TZVPD basis.

Output
- Gap between HOMO and LUMO: 8.88 eV
- SMILES string: COCCNCCOC.COCCNCCOC.COCCNCCOC.COCCNCCOC.COCCNCCOC.CC(C)O.CC(C)O.CC(C)O.CC(C)O.CC(C)O
- Energy relative to the best compared isomer or geometry (same formula, charge and spin): 2.705 eV

Each line ends with the Mulliken charge.
Geometry (Å):
H (20.24, 10.93, 16.71)  0.33
H (13.17, 10.78, 15.74)  0.38
H (12.08, 25.37, 18.03)  0.28
C (17.68, 10.61, 16.56)  0.18
H (17.32, 21.82, 8.70)  0.45
C (17.56, 13.09, 12.76)  -0.40
H (16.79, 10.58, 15.94)  -0.49
H (17.54, 9.89, 17.42)  0.43
H (16.85, 15.77, 16.83)  0.46
H (14.83, 17.55, 17.58)  0.55
H (17.90, 16.93, 8.59)  0.26
C (13.11, 22.06, 15.79)  0.48
O (23.45, 9.92, 14.99)  -0.37
H (17.01, 15.27, 15.13)  -0.32
H (12.43, 24.05, 15.50)  0.57
H (7.65, 21.04, 14.37)  0.46
H (11.00, 15.96, 17.53)  0.05
N (20.07, 10.07, 16.26)  -0.44
H (20.54, 13.66, 13.35)  0.25
N (17.75, 17.38, 13.01)  0.57
H (21.66, 14.74, 14.20)  0.39
H (11.46, 22.42, 10.80)  0.09
C (13.31, 12.91, 13.95)  -0.14
H (8.56, 22.97, 12.94)  0.41
C (10.85, 15.25, 18.33)  -1.15
H (9.91, 23.23, 10.90)  0.41
H (17.69, 17.26, 6.85)  0.35
O (16.63, 18.55, 8.12)  -0.33
C (19.75, 16.71, 14.20)  -0.46
H (12.21, 19.21, 12.31)  0.31
H (21.06, 8.68, 15.01)  0.21
H (24.92, 8.70, 14.38)  0.25
H (10.25, 20.07, 13.75)  0.15
C (20.60, 14.54, 13.97)  -0.88
H (13.85, 25.72, 18.22)  0.24
O (11.69, 13.44, 19.63)  -0.61
C (24.16, 8.72, 15.15)  -0.65
H (14.02, 15.52, 11.36)  0.05
C (16.76, 20.94, 8.61)  -0.89
O (17.88, 11.97, 16.97)  -0.29
C (13.76, 10.55, 14.84)  -0.60
H (15.66, 14.71, 16.02)  -0.03
H (16.02, 11.05, 12.83)  0.32
O (16.94, 10.76, 12.83)  -0.52
H (15.15, 17.70, 12.44)  -0.69
C (9.39, 17.68, 15.00)  -0.57
C (15.11, 21.82, 10.17)  -1.35
H (14.78, 10.70, 15.19)  -0.41
H (14.17, 13.23, 14.57)  -0.30
O (20.04, 15.65, 13.30)  -0.35
C (16.76, 21.34, 15.15)  -0.51
H (12.86, 14.98, 18.98)  0.32
C (17.30, 11.79, 10.66)  -1.48
C (21.12, 9.73, 15.30)  -0.41
H (15.83, 12.30, 17.29)  0.04
H (12.97, 21.34, 16.64)  0.02
C (19.09, 17.82, 13.39)  -0.62
H (9.94, 14.73, 18.12)  0.44
H (14.83, 16.54, 14.68)  -0.61
N (9.31, 19.95, 14.09)  -0.17
C (12.94, 20.00, 12.46)  0.51
H (20.67, 17.03, 14.69)  0.59
H (13.40, 21.64, 19.37)  -0.19
H (21.07, 10.21, 14.32)  0.26
H (18.02, 12.47, 10.19)  0.45
H (14.94, 21.24, 12.31)  -0.30
C (11.22, 16.21, 14.49)  -0.62
H (15.10, 19.37, 20.55)  0.51
H (10.95, 15.47, 15.29)  0.30
H (18.37, 19.44, 8.92)  0.26
H (10.75, 15.82, 19.25)  0.34
H (12.95, 19.99, 21.92)  0.32
H (16.10, 21.09, 7.76)  0.36
H (15.37, 18.13, 10.74)  0.75
H (12.29, 16.22, 14.38)  -0.20
H (16.29, 16.61, 7.73)  0.19
H (13.65, 11.53, 11.73)  0.31
H (17.61, 13.01, 13.84)  0.02
H (19.78, 18.04, 12.55)  0.39
H (14.42, 22.04, 9.36)  0.43
C (17.18, 17.27, 7.82)  -0.70
H (8.25, 21.51, 12.13)  0.46
C (15.34, 21.07, 15.48)  1.20
H (18.59, 9.07, 15.20)  0.43
H (15.55, 19.83, 9.98)  -0.10
C (17.71, 11.69, 12.13)  0.14
H (12.79, 14.27, 16.56)  -0.32
C (10.41, 22.25, 11.01)  -0.78
H (17.07, 19.22, 12.29)  0.49
O (13.44, 23.91, 17.31)  -0.24
H (17.34, 20.40, 15.26)  0.07
C (9.16, 19.16, 15.30)  -0.91
H (13.60, 16.42, 16.93)  -0.22
C (8.89, 21.94, 12.87)  -0.82
O (13.43, 20.38, 11.23)  -0.51
C (8.71, 21.26, 14.17)  -0.48
H (12.21, 11.15, 13.44)  0.35
H (16.86, 21.64, 14.08)  0.37
H (24.67, 8.59, 16.11)  0.29
O (14.05, 11.06, 12.49)  -0.56
H (15.25, 20.60, 16.49)  0.10
C (12.06, 14.37, 18.58)  0.34
C (22.42, 10.13, 15.93)  -0.53
C (16.82, 12.41, 17.77)  -0.62
H (16.60, 13.54, 12.58)  0.15
H (9.91, 21.62, 10.28)  0.35
O (16.03, 16.19, 11.20)  -0.35
H (18.73, 11.33, 12.19)  0.45
C (14.36, 17.18, 16.68)  -1.35
H (12.36, 20.80, 12.87)  -0.27
H (11.91, 19.78, 20.46)  0.28
H (9.79, 19.50, 16.13)  0.27
H (22.64, 9.57, 16.81)  0.37
C (12.60, 23.36, 16.33)  -1.16
H (13.85, 18.02, 16.28)  0.29
H (18.76, 10.81, 14.72)  -0.08
H (17.84, 16.43, 12.66)  -0.08
H (18.51, 23.20, 14.64)  0.36
C (17.55, 19.67, 8.24)  -0.49
C (14.32, 21.46, 11.45)  0.24
C (14.86, 15.63, 10.64)  -0.57
O (10.83, 17.54, 14.80)  0.03
H (8.83, 17.34, 14.10)  0.31
C (12.45, 13.56, 17.36)  -0.12
H (8.16, 19.28, 15.70)  0.58
O (14.50, 21.84, 21.09)  -0.57
H (17.82, 18.24, 11.10)  0.42
H (16.23, 12.06, 10.53)  0.12
H (10.85, 15.82, 13.52)  0.41
H (11.58, 13.02, 17.00)  0.40
H (14.55, 16.22, 9.78)  0.35
C (13.27, 11.41, 13.66)  0.29
H (18.97, 18.76, 13.95)  0.28
H (17.38, 10.80, 10.17)  0.39
C (13.71, 21.04, 20.23)  1.03
H (9.11, 17.14, 15.87)  0.42
H (17.93, 19.80, 7.21)  0.48
H (19.04, 16.40, 14.99)  0.05
H (18.85, 23.60, 16.27)  0.29
H (18.35, 13.79, 12.39)  0.31
H (12.48, 21.74, 14.99)  -0.29
H (14.22, 19.24, 19.11)  0.12
H (9.13, 21.91, 14.95)  0.15
C (18.51, 22.80, 15.63)  -0.86
N (16.01, 20.74, 9.90)  0.20
N (14.51, 22.25, 15.41)  -0.33
O (17.25, 22.37, 16.02)  -0.37
O (10.26, 21.96, 12.42)  -0.15
H (19.29, 22.00, 15.57)  0.26
H (23.45, 7.84, 15.06)  0.26
C (12.54, 20.48, 21.02)  -1.36
H (15.41, 20.46, 19.21)  0.30
H (14.95, 20.31, 14.79)  -0.73
H (15.66, 22.76, 10.36)  0.48
H (20.02, 14.25, 14.85)  0.33
C (16.31, 15.58, 15.91)  -0.72
H (13.30, 12.90, 17.60)  0.02
H (13.75, 22.34, 11.76)  0.57
H (13.12, 25.85, 16.64)  0.34
H (12.46, 13.22, 20.20)  0.34
H (13.43, 13.35, 12.99)  0.14
O (16.16, 17.98, 15.39)  -0.46
H (16.71, 17.80, 14.57)  -0.21
H (12.40, 13.36, 14.35)  0.27
C (18.71, 10.09, 15.56)  -0.33
C (15.81, 17.56, 11.57)  0.18
H (16.73, 11.78, 18.65)  0.41
H (11.59, 23.23, 16.74)  0.47
C (15.38, 16.81, 15.62)  2.22
C (14.65, 19.94, 19.78)  -1.20
H (13.71, 19.62, 13.20)  -0.37
H (15.21, 14.66, 10.34)  0.18
H (22.32, 11.15, 16.29)  0.35
H (13.58, 9.45, 14.71)  0.39
H (13.94, 22.59, 21.38)  0.35
H (11.94, 21.30, 21.38)  0.42
C (17.12, 18.19, 11.95)  -1.00
H (16.95, 13.42, 18.09)  0.32
H (14.92, 22.93, 16.03)  0.46
C (13.09, 25.26, 17.57)  -0.82

no.,LUMO level (hartree),HOMO level (eV),largest force on an atom (eV Å⁻¹)
1,0.01739,-7.879,1.870
2,0.01583,-8.447,3.669